1.
108
Properties=species:S:1:pos:R:3:forces:R:3 method="wB97M-V/def2-TZVPD" multiplicity=1 total_energy_ha=-6908.39120 gap_ev=6.19 e_above_lowest_kcal_mol=172.6
Sr -0.255 -1.023 2.254 -7.2 -8.1 -10.3
O 2.491 0.491 3.947 0.2 0.1 0.0
C 1.744 -0.301 3.225 4.3 0.3 0.6
O 1.631 -0.289 2.023 5.4 1.9 -0.7
C 1.157 -1.412 4.037 1.9 -1.3 2.3
O -0.201 -1.164 4.261 0.1 -0.7 6.3
C -0.256 0.233 4.462 -0.7 1.5 2.6
C -0.156 1.121 3.213 -0.9 3.6 0.3
O 0.630 2.070 3.213 -0.3 0.1 0.4
O -1.024 0.865 2.343 -1.8 3.7 0.2
H 2.633 1.344 3.480 0.2 -0.2 -0.1
H 1.720 -1.453 4.973 -0.2 -0.1 0.0
H 1.310 -2.336 3.491 -0.1 -0.5 0.2
H 0.498 0.552 5.185 -0.1 -0.2 0.0
H -1.234 0.475 4.882 0.0 -0.2 -0.1
C 0.681 1.342 0.038 0.4 -0.4 -0.3
C 1.925 1.484 -0.865 -0.5 -0.2 0.2
As 3.353 0.199 -0.407 0.1 0.1 -0.2
C 4.290 1.160 1.023 -0.3 -0.1 0.3
C 3.934 2.430 1.469 -0.1 0.0 0.0
C 4.579 3.007 2.558 -0.1 0.0 0.0
C 5.590 2.322 3.217 0.0 0.0 0.1
C 5.939 1.047 2.796 0.0 0.0 0.0
C 5.283 0.471 1.720 -0.1 -0.1 -0.1
C 4.674 0.663 -1.786 0.0 -0.1 -0.2
C 5.957 0.132 -1.670 0.0 -0.1 0.2
C 6.922 0.362 -2.636 0.0 0.0 0.0
C 6.612 1.121 -3.755 0.0 0.0 0.0
C 5.337 1.646 -3.891 0.1 0.0 -0.1
C 4.378 1.417 -2.915 -0.2 0.1 0.1
As -0.941 2.404 -0.283 0.1 0.6 -0.6
C -0.039 4.158 -0.212 0.0 -0.1 0.1
C -0.247 4.935 0.925 -0.1 -0.2 0.0
C 0.413 6.143 1.095 0.0 0.1 0.0
C 1.295 6.594 0.125 0.0 0.0 0.0
C 1.517 5.828 -1.010 0.0 0.0 0.0
C 0.854 4.622 -1.177 -0.1 0.0 -0.1
C -0.980 2.208 -2.242 0.0 0.0 0.1
C -0.681 0.977 -2.821 0.0 0.0 0.1
C -0.714 0.808 -4.197 0.0 0.0 0.0
C -1.060 1.871 -5.017 0.0 0.0 0.0
C -1.396 3.093 -4.452 0.0 0.0 0.0
C -1.364 3.255 -3.075 0.0 0.0 0.1
H 0.944 1.620 1.052 0.0 0.0 0.0
H 0.329 0.289 0.051 0.2 0.5 -0.2
H 2.333 2.495 -0.830 -0.1 0.0 -0.1
H 1.635 1.246 -1.891 0.2 0.1 0.0
H 3.125 2.974 0.995 0.0 0.1 0.0
H 4.272 3.988 2.898 0.0 0.0 0.0
H 6.087 2.767 4.069 0.0 0.0 0.0
H 6.702 0.491 3.325 0.0 0.0 0.0
H 5.516 -0.550 1.433 0.1 0.1 0.0
H 6.205 -0.476 -0.806 0.0 0.0 0.0
H 7.912 -0.060 -2.519 0.0 0.0 0.0
H 7.358 1.295 -4.519 0.0 0.0 0.0
H 5.086 2.234 -4.765 0.0 0.0 0.0
H 3.387 1.833 -3.048 0.0 0.0 0.0
H -0.931 4.576 1.687 0.0 0.1 0.0
H 0.241 6.734 1.985 0.0 0.0 0.0
H 1.810 7.538 0.248 0.0 0.0 0.0
H 2.213 6.168 -1.767 0.0 0.0 0.0
H 1.021 4.040 -2.075 0.0 0.0 0.0
H -0.424 0.137 -2.183 0.0 0.0 -0.1
H -0.464 -0.153 -4.629 0.0 0.0 0.0
H -1.086 1.747 -6.092 0.0 0.0 0.0
H -1.680 3.922 -5.087 0.0 0.0 0.0
H -1.632 4.209 -2.635 0.0 0.0 -0.1
C -5.253 -1.695 -1.035 0.2 0.0 0.1
C -4.064 -1.351 -0.144 0.3 -0.4 0.1
C -3.252 -0.175 -0.691 -0.2 -0.1 0.1
C -4.516 -0.911 1.253 0.0 -0.1 -0.3
P -2.811 -2.780 0.208 0.5 0.1 0.0
N -1.499 -2.223 0.820 -0.7 -0.3 -0.2
C -3.630 -4.041 1.425 0.3 0.2 -0.3
C -3.580 -3.454 2.843 0.0 0.0 -0.1
C -2.625 -5.198 1.417 -0.2 0.1 0.0
C -5.032 -4.525 1.068 0.2 0.1 0.0
C -2.309 -3.668 -1.435 -0.3 0.2 0.3
C -1.984 -2.499 -2.373 -0.1 -0.2 0.1
C -0.965 -4.360 -1.177 -0.1 0.0 0.0
C -3.322 -4.613 -2.076 0.1 0.1 0.1
H -5.935 -0.843 -1.081 -0.1 0.0 0.0
H -5.803 -2.555 -0.655 -0.1 0.0 0.0
H -4.935 -1.919 -2.052 0.0 0.0 -0.1
H -3.775 0.760 -0.473 0.0 0.0 0.0
H -3.103 -0.220 -1.764 0.1 0.0 0.0
H -2.299 -0.183 -0.149 0.0 0.2 -0.3
H -5.035 0.047 1.187 0.0 0.1 0.0
H -3.611 -0.782 1.856 -0.3 0.0 0.2
H -5.199 -1.627 1.704 0.0 0.0 0.1
H -2.702 -2.799 2.904 -0.2 -0.1 0.2
H -3.472 -4.264 3.567 0.0 0.0 0.0
H -4.480 -2.903 3.103 0.0 0.1 0.0
H -1.633 -4.762 1.552 0.1 -0.3 0.0
H -2.673 -5.757 0.486 0.1 -0.1 0.0
H -2.837 -5.897 2.229 0.0 0.0 0.1
H -5.773 -3.741 1.215 -0.1 0.0 0.0
H -5.306 -5.366 1.711 0.0 0.0 0.0
H -5.079 -4.858 0.033 -0.1 -0.1 0.0
H -1.361 -1.808 -1.806 0.0 0.2 -0.3
H -2.881 -2.008 -2.741 0.0 0.1 0.0
H -1.426 -2.864 -3.238 0.0 0.0 0.0
H -0.391 -3.722 -0.501 0.1 -0.2 -0.1
H -0.428 -4.460 -2.123 0.0 0.0 -0.1
H -1.071 -5.355 -0.754 0.0 0.0 0.1
H -4.290 -4.129 -2.207 -0.1 0.0 -0.1
H -3.464 -5.518 -1.486 0.0 0.0 0.0
H -2.956 -4.913 -3.061 0.0 0.0 -0.1

=====

2.
72
Properties=species:S:1:pos:R:3:forces:R:3 method="wB97M-V/def2-TZVPD" multiplicity=2 s2=1.02 charge=+1 total_energy_ha=-3565.65941 gap_ev="4.95 / 4.94" e_above_lowest_kcal_mol=0.0
Yb 0.153 0.088 -0.569 -0.4 0.6 -0.8
C -6.464 1.642 -0.293 -0.4 0.4 0.2
C -6.563 0.697 0.705 1.0 -1.0 0.9
C -5.376 0.032 1.138 -0.1 0.3 -0.6
C -4.197 0.369 0.479 1.1 -0.2 0.3
C -2.754 -0.094 0.642 -2.0 1.4 0.3
N -2.381 -0.883 1.593 1.8 -0.1 1.1
C -1.080 -0.947 2.082 -1.2 -1.3 -0.1
C -0.673 -1.743 3.269 1.0 2.1 -1.8
C -1.376 -2.457 4.177 0.6 -1.1 1.3
C -0.736 -2.994 5.273 2.8 2.0 -1.9
C 0.660 -2.723 5.415 -0.1 0.2 0.9
C 1.412 -1.965 4.543 0.1 0.1 -0.5
C 0.705 -1.494 3.453 0.1 0.7 -2.0
C 1.129 -0.688 2.293 0.3 1.0 0.4
N 2.364 -0.191 2.109 -0.2 -0.6 -0.6
C 2.794 0.547 1.083 0.6 0.2 0.9
N 2.041 1.012 0.049 -1.1 0.2 -0.9
C 2.719 1.904 -0.715 0.0 0.1 -0.3
N 2.269 2.589 -1.810 1.0 0.3 1.1
C 1.047 2.738 -2.196 0.3 -1.9 -0.4
N -0.032 1.977 -1.743 -0.3 0.8 0.6
C -1.180 2.538 -2.231 2.7 0.9 -1.3
N -2.396 2.309 -1.928 -2.1 0.2 0.6
C -2.770 1.538 -0.922 0.3 -1.0 0.4
N -1.991 0.692 -0.213 0.8 -0.6 -0.3
C -4.128 1.409 -0.459 -0.2 -1.1 0.5
C -5.257 2.046 -0.844 -0.7 1.0 -1.9
C -0.779 3.542 -3.256 0.0 -0.3 -0.3
C -1.541 4.268 -4.154 -0.2 0.0 -0.5
C -0.866 5.031 -5.117 1.0 -0.9 2.0
C 0.556 5.059 -5.118 -1.4 0.0 -0.1
C 1.328 4.292 -4.250 -0.1 0.9 0.1
C 0.626 3.584 -3.299 -0.9 -0.3 0.5
C 4.059 2.048 -0.161 -1.4 -0.8 0.2
C 5.051 2.932 -0.482 0.3 0.2 -0.2
C 6.205 2.829 0.301 -0.7 2.0 -1.8
C 6.347 1.982 1.366 -0.6 -1.4 1.2
C 5.305 1.084 1.749 -0.7 0.4 -0.2
C 4.123 1.166 0.941 1.3 -0.3 1.3
N 0.003 -0.368 1.529 0.6 -0.5 1.1
H -7.406 2.071 -0.556 -0.2 0.5 -0.6
H -7.568 0.492 1.113 0.8 -0.1 -0.1
H -5.308 -0.725 1.913 -0.4 0.1 -0.1
H -2.379 -2.655 4.070 -2.3 -0.2 -0.4
H -1.282 -3.467 5.995 -1.1 -1.4 1.8
H 1.222 -2.947 6.299 -0.3 -0.8 0.6
H 2.485 -1.707 4.684 -1.0 -0.4 0.0
H -5.158 2.745 -1.706 -0.5 -0.3 1.0
H -2.640 4.237 -4.175 0.6 0.0 0.3
H -1.519 5.631 -5.690 0.1 0.7 -1.1
H 1.024 5.747 -5.778 0.5 0.3 -0.6
H 2.419 4.368 -4.257 -0.4 -0.2 0.0
H 4.829 3.680 -1.274 0.7 -0.6 0.7
H 6.933 3.597 0.070 0.5 -0.3 0.3
H 7.284 2.114 1.901 -0.3 -0.5 0.3
H 5.302 0.406 2.664 0.3 1.1 -1.4
N 0.519 -6.845 0.490 -0.6 0.0 -0.2
C -0.193 -6.346 -0.544 1.4 1.4 -0.3
S -0.966 -7.270 -1.642 -0.3 0.3 0.2
C 0.055 -4.811 -0.732 -1.1 -1.3 -0.1
C 1.220 -4.175 -0.274 0.0 -1.4 -0.7
C 1.368 -2.849 -0.518 1.1 0.1 1.0
N 0.479 -2.133 -1.165 -0.3 1.3 -0.4
C -0.619 -2.705 -1.609 -2.1 -1.5 -1.8
C -0.929 -4.070 -1.414 1.8 1.1 0.6
H 0.285 -7.783 0.736 0.2 -0.6 0.1
H 0.868 -6.268 1.228 0.0 0.3 0.2
H 2.126 -4.696 0.047 -0.7 -0.1 0.4
H 2.259 -2.364 -0.135 0.0 0.3 -0.2
H -1.258 -2.134 -2.346 0.5 -0.3 1.2
H -1.807 -4.536 -1.826 -0.1 -0.1 0.0

=====

3.
23
Properties=species:S:1:pos:R:3:forces:R:3 method="wB97M-V/def2-TZVPD" multiplicity=1 total_energy_ha=-1142.45558 gap_ev=8.13 e_above_lowest_kcal_mol=117.4
C 1.961 -0.433 1.233 1.6 -0.4 -0.1
C 0.848 -0.042 2.162 -2.4 -0.7 0.8
C 1.601 -0.043 -0.167 -0.2 0.7 -0.3
C -0.403 0.516 1.402 1.6 0.8 0.5
C 0.218 -0.700 -0.472 2.9 -0.8 -2.6
O -0.840 -0.362 0.358 0.2 -0.3 2.0
Si -2.448 -0.021 -2.258 -1.3 0.0 -2.1
Si -0.225 0.100 -2.087 0.5 0.6 0.4
Si -2.727 -0.842 -0.117 0.0 1.0 1.4
H 2.944 0.103 1.472 -1.1 -1.3 0.1
H 1.998 -1.544 1.160 0.8 0.7 0.6
H 0.457 -0.854 2.894 1.0 1.1 -1.3
H 1.103 0.810 2.757 0.4 0.4 0.7
H 1.516 1.081 -0.234 0.4 -1.2 -0.3
H 2.384 -0.440 -0.892 -1.2 0.7 0.8
H -1.176 0.538 2.153 -0.5 0.6 -0.3
H -0.063 1.541 0.965 -1.4 -1.7 0.6
H 0.534 -1.769 -0.533 -1.2 0.2 0.5
H -2.704 1.285 -2.914 -0.1 0.4 0.5
H -3.153 -0.869 -3.299 0.5 -0.2 0.4
H -0.099 1.488 -1.525 -0.3 0.1 -0.4
H 1.085 -0.116 -2.602 0.7 -0.2 -1.7
H -2.810 0.572 0.544 -0.9 -0.6 -0.3

=====

4.
51
Properties=species:S:1:pos:R:3:forces:R:3 method="wB97M-V/def2-TZVPD" multiplicity=1 charge=+2 total_energy_ha=-1573.49443 gap_ev=1.71 e_above_lowest_kcal_mol=0.0
Y 2.162 4.829 -1.294 -1.9 -3.3 -0.8
Cl 0.340 1.059 -0.689 -1.5 -5.4 1.0
O -1.071 1.176 -0.723 -0.3 1.4 0.3
O 0.789 0.525 0.573 0.1 1.5 -0.7
O 0.715 0.164 -1.735 0.9 0.5 -0.5
O 0.967 2.347 -0.983 2.2 4.8 -0.4
C -0.193 2.754 -4.437 1.2 -0.1 0.9
C 1.197 3.347 -4.151 0.8 -4.3 -0.3
O 1.155 4.507 -3.285 0.2 1.5 0.4
H -0.892 3.586 -4.527 -0.5 -0.5 -0.6
H -0.470 2.038 -3.662 -0.3 0.6 0.5
H -0.064 2.062 -5.269 -0.4 0.7 -0.6
H 1.848 3.332 -5.029 -0.3 1.9 -0.3
H 1.782 2.580 -3.622 -0.4 0.1 0.7
H 0.441 5.034 -3.695 0.1 0.4 0.4
C 0.038 -3.352 -0.453 -0.5 -0.9 -0.5
C 0.905 -4.156 -1.438 -1.5 1.7 0.4
O 1.343 -3.260 -2.445 0.9 0.0 -0.3
H -0.448 -4.041 0.240 0.2 0.2 0.3
H -0.780 -2.946 -1.053 0.0 0.3 0.1
H 0.551 -2.542 0.065 0.2 -0.2 0.1
H 0.207 -4.798 -1.982 0.5 -0.8 0.3
H 1.713 -4.662 -0.906 0.1 -0.2 -0.5
H 1.191 -2.352 -2.159 0.1 0.0 0.1
C 3.053 1.082 4.619 1.0 -1.4 0.7
C 3.417 0.084 3.532 -0.2 1.0 -0.3
O 4.552 0.668 2.878 0.0 -0.8 -0.2
H 3.242 2.087 4.250 -0.9 0.1 -0.1
H 3.801 0.986 5.411 -0.1 -0.1 0.1
H 2.100 0.768 5.045 -0.3 0.8 -0.1
H 2.568 0.039 2.838 0.2 0.2 -0.3
H 3.564 -0.952 3.833 0.3 0.2 0.3
H 5.221 -0.020 2.797 0.1 0.1 -0.1
C -4.724 -0.415 -1.056 0.2 -0.6 -0.5
C -4.575 -0.159 -2.556 -0.8 0.2 0.8
O -3.478 -0.842 -3.084 0.7 -0.3 -0.5
H -3.842 0.039 -0.602 -0.2 -0.2 0.6
H -4.748 -1.498 -0.927 0.4 0.0 0.2
H -5.667 -0.073 -0.633 0.2 0.5 -0.1
H -4.474 0.926 -2.685 -0.2 0.0 -0.4
H -5.454 -0.559 -3.060 0.1 0.3 -0.3
H -2.654 -0.516 -2.705 -0.1 0.0 0.1
C -0.926 -0.548 4.624 -0.7 -0.8 1.1
C -0.675 -1.459 3.390 -0.6 1.6 0.1
O 0.707 -1.618 3.148 0.2 -0.1 -0.2
H -1.950 -0.602 5.009 -0.3 -0.2 -0.6
H -0.762 0.528 4.559 0.5 -0.1 -0.7
H -0.400 -0.898 5.516 0.5 -0.1 -0.3
H -1.118 -0.958 2.523 -0.1 0.0 -0.1
H -1.168 -2.428 3.430 0.3 -0.1 0.5
H 0.965 -0.892 2.569 0.0 -0.2 0.0

=====

5.
13
Properties=species:S:1:pos:R:3:forces:R:3 method="wB97M-V/def2-TZVPD" multiplicity=1 total_energy_ha=-789.36599 gap_ev=9.31 e_above_lowest_kcal_mol=53.2
C 0.356 0.971 -1.385 -0.8 3.0 -2.9
C 1.092 0.551 -0.386 2.3 0.8 1.8
C -0.644 -0.070 -1.192 -3.2 -1.7 -2.9
C 0.145 -0.535 -0.069 -0.2 -0.1 6.9
C -0.668 -0.202 1.712 2.9 -2.0 -3.2
I 2.852 1.321 0.724 -1.5 -0.8 -1.1
I 1.067 -2.490 -0.010 -0.4 0.4 -0.1
H 0.201 1.775 -2.166 1.0 -0.7 1.3
H -1.747 0.268 -1.137 1.7 -0.7 0.4
H -0.546 -0.910 -1.913 -0.6 0.8 -0.4
H -0.437 -1.205 2.100 -0.4 0.6 0.3
H -1.726 -0.007 1.649 0.0 0.4 -0.2
H 0.056 0.533 2.072 -0.7 0.1 0.2